C17H24N2O5S | ωB97M-V/def2-TZVPD

Results
ΔE to the lowest compared entry with this formula, charge and spin: 161.3 kJ/mol
E_LUMO: 0.564 eV
SMILES string: CCOC(=O)c1c(S(=O)(=O)NCCCc2ccco2)c(C)n(C)c1C

Each atom is followed by the atoms it is bonded to, with distances in Å.
CARTESIAN COORDINATES (ANGSTROEM)
1 C 2.16938 4.82420 -0.75501  C2 1.517, H26 1.087, H27 1.086, H28 1.086
2 C 1.37562 3.73436 -0.06007  C1 1.517, O3 1.430, H29 1.095, H30 1.096
3 O 2.09792 2.50619 -0.17890  C2 1.430, C4 1.336
4 C 1.49052 1.41951 0.30565  O3 1.336, O5 1.212, C6 1.462
5 O 0.41861 1.46573 0.86928  C4 1.212
6 C 2.26859 0.19739 0.10733  C4 1.462, C7 1.423, C24 1.382
7 C 1.69724 -1.08480 -0.12754  C6 1.423, S8 1.769, C20 1.371
8 S -0.02575 -1.34025 -0.43817  C7 1.769, O9 1.438, O10 1.438, N11 1.668
9 O -0.45368 -0.32485 -1.36183  S8 1.438
10 O -0.25443 -2.70644 -0.82487  S8 1.438
11 N -0.66101 -1.14566 1.09203  S8 1.668, C12 1.448, H31 1.016
12 C -2.01214 -1.64151 1.25345  N11 1.448, C13 1.529, H32 1.093, H33 1.095
13 C -3.06109 -0.75491 0.58238  C12 1.529, C14 1.534, H34 1.093, H35 1.091
14 C -4.46738 -1.35558 0.70048  C13 1.534, C15 1.490, H36 1.091, H37 1.093
15 C -5.48545 -0.46767 0.07275  C14 1.490, C16 1.363, O19 1.351
16 C -6.03969 -0.46203 -1.17295  C15 1.363, C17 1.417, H38 1.071
17 C -6.91913 0.64854 -1.21402  C16 1.417, C18 1.358, H39 1.071
18 C -6.83167 1.23597 0.00765  C17 1.358, O19 1.345, H40 1.072
19 O -5.96733 0.56887 0.79314  C15 1.351, C18 1.345
20 C 2.72615 -1.98542 -0.23331  C7 1.371, C21 1.484, N22 1.370
21 C 2.66338 -3.44436 -0.49762  C20 1.484, H41 1.090, H42 1.090, H43 1.086
22 N 3.89773 -1.30160 -0.04531  C20 1.370, C23 1.437, C24 1.364
23 C 5.21814 -1.86880 -0.05429  N22 1.437, H44 1.092, H45 1.092, H46 1.086
24 C 3.63889 0.02376 0.14595  C6 1.382, N22 1.364, C25 1.485
25 C 4.72663 1.00369 0.39277  C24 1.485, H47 1.090, H48 1.084, H49 1.091
26 H 3.14227 4.94226 -0.28490  C1 1.087
27 H 2.31695 4.56667 -1.80005  C1 1.086
28 H 1.62923 5.76435 -0.69302  C1 1.086
29 H 0.38886 3.60417 -0.51685  C2 1.095
30 H 1.23162 3.95888 1.00333  C2 1.096
31 H -0.56150 -0.16466 1.33703  N11 1.016
32 H -2.01755 -2.63801 0.80525  C12 1.093
33 H -2.21297 -1.73362 2.32581  C12 1.095
34 H -3.04559 0.23395 1.04706  C13 1.093
35 H -2.79504 -0.63609 -0.46933  C13 1.091
36 H -4.48992 -2.32845 0.20810  C14 1.091
37 H -4.71327 -1.49007 1.75656  C14 1.093
38 H -5.84709 -1.16047 -1.96105  C16 1.071
39 H -7.52726 0.96011 -2.03845  C17 1.071
40 H -7.31397 2.09557 0.42897  C18 1.072
41 H 3.24440 -3.70995 -1.38042  C21 1.090
42 H 3.03712 -4.01495 0.35287  C21 1.090
43 H 1.62315 -3.70625 -0.66919  C21 1.086
44 H 5.80429 -1.46192 -0.88120  C23 1.092
45 H 5.73470 -1.64306 0.88052  C23 1.092
46 H 5.15149 -2.94716 -0.16715  C23 1.086
47 H 5.42686 1.01836 -0.44218  C25 1.090
48 H 4.30080 1.99496 0.50268  C25 1.084
49 H 5.28236 0.75109 1.29663  C25 1.091

Here are the Löwdin charges for atoms 1 to 2, given in e: -0.062, -0.216